# 1
Computed, not measured: one molecule with the formula C9H8O in a non-equilibrium geometry, with ωB97M-V/def2-TZVPD.

**Relative energy (zero: lowest compared OMol25 entry of this formula, charge and spin)**: 3.3048 eV
**Kohn-Sham gap (alpha / beta)**: 7.565 / 6.862 eV
**2S+1**: 1

Each line ends with the Mulliken charge.
CARTESIAN COORDINATES (ANGSTROEM)
C  -0.844008  2.132741  -0.926223  -0.470
C  0.516277  2.178927  -1.185499  -0.582
C  -1.477660  0.966244  -0.498672  -0.737
C  1.289108  1.011605  -1.057722  -0.763
C  -0.733906  -0.101272  -0.018115  0.901
C  0.730879  -0.036527  -0.392270  0.440
C  0.031547  -1.668220  1.639455  -0.586
C  -1.104054  -1.184289  0.757772  -0.867
C  1.029902  -2.080844  0.642022  -0.331
O  1.442009  -1.161341  -0.277475  -0.416
H  -1.574225  2.862765  -1.078974  0.377
H  0.896820  3.021734  -1.561993  0.491
H  -2.497085  1.067603  -0.470521  0.477
H  2.258906  1.073767  -1.399875  0.499
H  0.509250  -0.937590  2.231538  0.267
H  -0.056761  -2.608995  2.241890  0.292
H  -2.030269  -1.580429  0.700377  0.523
H  1.613272  -2.955880  0.654285  0.484

Atoms 1-3, force components in eV/Å:
-0.23 -2.29 0.26
-1.38 -3.24 0.92
2.27 1.16 -0.26

# 2
Computed, not measured: C35H34FeN5O2P as an isolated structure, with ωB97M-V/def2-TZVPD.

**Kohn-Sham gap**: 8.418 eV
**2S+1**: 1
**Charge**: +2

Each line ends with the Mulliken charge.
CARTESIAN COORDINATES (ANGSTROEM)
Fe  -0.083654  -0.378388  -0.501159  -0.973
N  -2.134045  -0.565624  -2.761738  -0.028
P  -1.594938  0.718712  -1.781066  1.391
C  -2.910777  1.924839  -1.859813  0.533
C  -3.214705  2.563321  -3.064843  -0.419
C  -4.272908  3.453828  -3.119695  -0.810
C  -5.018427  3.717282  -1.976198  -0.513
C  -4.711384  3.094061  -0.775364  -0.786
C  -3.656597  2.196266  -0.715435  -0.158
C  -0.130813  1.404835  -2.598370  -0.100
C  0.217633  2.749627  -2.441779  -0.595
C  1.461647  3.196226  -2.850266  -0.719
C  2.386570  2.304758  -3.385909  -0.697
C  2.057235  0.967301  -3.530564  -0.634
C  0.799964  0.512576  -3.140905  -0.068
C  -1.701897  -1.845544  -2.511546  0.499
C  -2.248342  -2.931373  -3.206108  -0.926
C  -1.787228  -4.193842  -2.931287  -0.434
C  -0.794965  -4.358876  -1.962385  -0.992
C  -0.314704  -3.244796  -1.327150  -0.341
N  -0.742249  -1.988844  -1.586363  0.816
H  -2.849227  -0.439949  -3.462410  0.306
H  -2.622013  2.373968  -3.952550  0.459
H  -4.516335  3.946262  -4.050958  0.430
H  -5.840673  4.418210  -2.022934  0.411
H  -5.291551  3.306755  0.111752  0.457
H  -3.414076  1.708547  0.221852  0.178
H  -0.487661  3.446631  -2.005618  0.483
H  1.712912  4.244274  -2.758584  0.455
H  3.354156  2.662501  -3.710688  0.437
H  2.761325  0.279035  -3.980233  0.520
H  0.533497  -0.522081  -3.323189  0.385
H  -3.023168  -2.759558  -3.939974  0.482
H  -2.190711  -5.046863  -3.459367  0.454
H  -0.401691  -5.333047  -1.714243  0.484
H  0.459443  -3.338656  -0.579455  0.385
O  4.678393  -3.507689  3.186215  -0.490
C  5.041218  -3.007229  1.923228  -0.587
C  3.830226  -2.389133  1.284710  -0.139
C  3.900927  -1.848575  0.004966  -1.191
C  2.771283  -1.288313  -0.555355  -0.435
N  1.602120  -1.244848  0.086165  0.680
C  1.518332  -1.774341  1.321591  0.396
C  2.610185  -2.350913  1.947025  -0.458
C  0.153901  -1.747059  1.902978  0.332
C  -0.169112  -2.296722  3.128610  -0.594
C  -1.492642  -2.297207  3.557884  0.365
C  -1.848267  -2.940697  4.878093  -0.846
O  -0.821896  -2.791253  5.831528  -0.497
C  -2.447889  -1.736373  2.723394  -1.114
C  -2.055398  -1.193587  1.513155  -0.544
N  -0.785764  -1.182257  1.110855  0.634
H  5.445794  -3.901585  3.613214  0.330
H  5.415014  -3.798606  1.262805  0.355
H  5.823042  -2.241755  1.997474  0.359
H  4.825322  -1.861963  -0.557111  0.492
H  2.789164  -0.857052  -1.548989  0.306
H  2.532843  -2.780040  2.934112  0.802
H  0.591711  -2.727833  3.763120  0.689
H  -1.960224  -4.015223  4.711842  0.269
H  -2.812637  -2.570011  5.234101  0.416
H  -0.931222  -1.958095  6.301341  0.314
H  -3.492543  -1.714766  3.003777  0.454
H  -2.771854  -0.745168  0.835650  0.501
C  2.006331  4.821543  2.441427  -1.482
C  1.489399  3.591072  1.766683  1.057
C  0.318723  2.960662  2.179362  -1.069
C  -0.132019  1.837278  1.516810  -0.381
N  0.508515  1.297655  0.475291  1.155
C  1.628798  1.908006  0.062498  -0.062
C  2.144370  3.032293  0.670215  -1.321
H  1.552039  4.961982  3.419664  0.388
H  1.778795  5.700326  1.835040  0.307
H  3.088204  4.777134  2.558542  0.406
H  -0.246981  3.341849  3.018697  0.422
H  -1.045944  1.347415  1.828647  0.425
H  2.123280  1.479160  -0.801719  0.459
H  3.056819  3.469542  0.287004  0.523

Atoms 1-3, force components in eV/Å:
0.04 0.48 -0.50
-0.07 0.33 0.03
-0.16 -0.43 0.06